1.
C23H22N2O3 in the gas phase. Source: the Open Molecules 2025 dataset; level of theory: wB97M-V/def2-TZVPD.

The HOMO-LUMO gap is 8.13 eV. The energy above the lowest of the compared OMol25 structures with the same formula, charge and spin is 20.76 kcal per mole. The calculation puts the LUMO energy at 0.011 hartree. The value obtained for the HOMO energy is -0.2881 Ha. As for the SMILES: C[C@@H](NC(=O)COC(=O)c1ccccc1Nc1ccccc1)c1ccccc1. The largest force on an atom comes out at 0.76 eV/A.

```
! wB97M-V def2-TZVPD RIJCOSX def2/J DEFGRID3
* xyz 0 1
C -2.5244 2.7356 4.1375
H -3.5728 2.5840 3.8920
H -2.0835 3.4099 3.4053
H -2.4571 3.2012 5.1163
C -1.7809 1.3972 4.1350
N -1.9375 0.7651 2.8442
C -2.2657 -0.5265 2.6811
O -2.5752 -1.2785 3.5780
C -2.2594 -0.9774 1.2194
H -1.9231 -2.0176 1.1621
H -3.2822 -0.9363 0.8238
O -1.4076 -0.1394 0.4489
C -1.0530 -0.5990 -0.7684
O -1.4898 -1.6505 -1.1993
C -0.1227 0.2907 -1.4656
C 0.1975 1.5361 -0.9138
C 1.0509 2.4066 -1.5483
C 1.5831 2.0551 -2.7862
C 1.2907 0.8389 -3.3534
C 0.4587 -0.0890 -2.7034
N 0.1610 -1.2926 -3.2580
C 0.8172 -1.9705 -4.2798
C 2.1941 -1.8854 -4.4822
C 2.7909 -2.6047 -5.5009
C 2.0358 -3.4257 -6.3209
C 0.6724 -3.5411 -6.1019
C 0.0668 -2.8244 -5.0893
H -0.9950 -2.9163 -4.9130
H 0.0780 -4.1932 -6.7246
H 2.5081 -3.9828 -7.1156
H 3.8587 -2.5306 -5.6466
H 2.7992 -1.2826 -3.8223
H -0.6162 -1.7810 -2.8182
H 1.6742 0.5958 -4.3317
H 2.2223 2.7486 -3.3124
H 1.2895 3.3599 -1.1033
H -0.2487 1.8137 0.0280
H -1.6943 1.3036 2.0278
C -0.3265 1.6092 4.5048
C -0.0032 1.8662 5.8323
C 1.3057 2.1043 6.2075
C 2.3144 2.0854 5.2586
C 2.0035 1.8211 3.9372
C 0.6914 1.5858 3.5617
H 0.4756 1.3677 2.5262
H 2.7842 1.7961 3.1909
H 3.3378 2.2698 5.5496
H 1.5407 2.3010 7.2432
H -0.7857 1.8721 6.5774
H -2.2379 0.7151 4.8609
*
```

Results of the Mulliken charge analysis, in e, for atoms 1 through 6: -1.342, 0.346, 0.389, 0.429, -0.262, -0.163

---

2.
A molecular structure, C35H52ClMnP at a distorted geometry. Source: the Open Molecules 2025 dataset; level of theory: wB97M-V/def2-TZVPD.

The HOMO-LUMO gap (spin up / spin down) is 4.76 / 5.19 eV. The calculation puts the LUMO energy (spin up / spin down) at 0.097 / 0.097 hartree. The value obtained for the HOMO energy (spin up / spin down) is -0.0779 / -0.0940 Ha. The largest force on an atom comes out at 2.89 eV/A.

```
! wB97M-V def2-TZVPD RIJCOSX def2/J DEFGRID3
* xyz -1 5
Mn -0.1261 -0.9076 2.0955
Cl 1.4943 -1.3335 3.4928
P -0.2946 0.0139 -0.5381
C -1.6431 -0.1516 1.0871
H -2.5906 -0.7089 0.9051
H -1.9519 0.8908 1.2785
C 1.5965 0.1619 -0.9626
C -1.0767 1.6625 -0.8938
C 2.0806 0.3054 -2.4434
H 1.8503 1.1251 -0.4958
C 3.5823 0.6675 -2.5039
H 1.9468 -0.6475 -2.9887
H 1.5194 1.0770 -2.9892
C 4.4535 -0.3022 -1.7172
H 3.9045 0.7091 -3.5587
H 3.7080 1.6816 -2.1016
C 3.9068 -0.5769 -0.3044
H 4.5313 -1.2483 -2.2602
H 5.4680 0.1152 -1.6348
C 2.4228 -0.9636 -0.3332
H 4.4949 -1.3690 0.1776
H 4.0339 0.3313 0.3026
H 2.3124 -1.8726 -0.9452
H 2.0865 -1.2383 0.6698
C -0.9128 -1.0701 -1.9814
C -2.5765 1.5461 -1.2704
H -1.0404 2.0988 0.1183
C -3.2443 2.9212 -1.1439
H -2.7088 1.1816 -2.3042
H -3.0812 0.8221 -0.6342
C -2.5655 3.9684 -2.0211
H -4.3097 2.8377 -1.3941
H -3.1821 3.2351 -0.0945
C -1.0476 4.0310 -1.8133
H -2.7833 3.7692 -3.0697
H -2.9922 4.9585 -1.7872
C -0.3308 2.6635 -1.7998
H -0.5860 4.6643 -2.5820
H -0.8498 4.5083 -0.8439
H -0.2496 2.2731 -2.8330
H 0.7023 2.8138 -1.4385
C -0.1788 -2.4090 -2.1085
H -1.9589 -1.2607 -1.6819
C -0.9060 -3.3485 -3.0736
H 0.8482 -2.2437 -2.4598
H -0.0864 -2.9093 -1.1476
C -1.1453 -2.7074 -4.4448
H -0.3139 -4.2657 -3.1862
H -1.8652 -3.6353 -2.6269
C -1.6996 -1.2798 -4.3715
H -0.1899 -2.6745 -4.9763
H -1.8193 -3.3394 -5.0331
C -0.9247 -0.4105 -3.3739
H -1.6685 -0.8034 -5.3637
H -2.7497 -1.3147 -4.0540
H 0.1086 -0.3040 -3.7350
H -1.3344 0.6052 -3.3577
C -0.1291 -2.8527 1.3655
C -1.5527 -2.5548 1.1469
H 0.5681 -2.8344 0.5156
C -2.5855 -2.8961 2.1726
H -1.9205 -2.4198 0.1156
C -1.9643 -3.2878 3.5305
H -3.2402 -2.0221 2.3978
H -3.3099 -3.6671 1.8388
C -0.8462 -4.2890 3.3997
H -1.6157 -2.4123 4.0734
H -2.7666 -3.7181 4.1700
C 0.2298 -3.9316 2.3283
H -0.3537 -4.3944 4.3836
H -1.2492 -5.2780 3.1413
H 1.1539 -3.6732 2.8815
H 0.4879 -4.8601 1.8058
C 3.2939 3.4767 3.0319
C 3.2303 2.3868 2.1364
C 2.1036 1.5549 2.1106
C 0.9942 1.8652 2.9525
C -0.1420 1.0012 2.9710
C -1.1976 1.2847 3.8167
C -1.1745 2.3930 4.6715
C -0.0450 3.2174 4.6898
C 1.0757 2.9876 3.8479
C 2.2468 3.7650 3.8938
H 4.2012 4.0905 3.0663
H 4.0882 2.1772 1.4721
H 2.1227 0.6459 1.5387
H -2.0640 0.6208 3.7993
H -2.0192 2.6315 5.3088
H 0.0079 4.0653 5.3630
H 2.3040 4.5838 4.6120
*
```

Results of the Mulliken charge analysis, in e, for atoms 1 through 6: -1.107, -0.459, 2.012, -2.036, 0.311, 1.105

---

3.
4 unconnected molecules or ions with the total composition C43H83I2N2O13S at a distorted geometry. Source: the Open Molecules 2025 dataset; level of theory: wB97M-V/def2-TZVPD.

The HOMO-LUMO gap is 5.17 eV. The calculation puts the LUMO energy at -0.180 hartree. The value obtained for the HOMO energy is -0.3697 Ha. The largest force on an atom comes out at 4.94 eV/A.

```
! wB97M-V def2-TZVPD RIJCOSX def2/J DEFGRID3
* xyz 1 1
C 5.1883 -1.0859 -1.8911
C 3.9221 -0.5321 -1.5601
C 3.8539 0.7656 -0.6440
C 4.0120 2.1441 -1.3459
C 4.2287 2.3513 -2.9138
O 5.3436 2.1678 -3.4474
O 3.1494 2.7968 -3.7223
C 1.8903 2.7784 -2.9906
C 0.6237 3.1553 -3.9474
C -0.1165 4.4651 -3.3259
C -0.8128 4.0592 -1.9229
C -2.2070 4.8257 -1.6422
C -3.5110 3.8931 -1.7873
C -4.4586 3.8585 -0.4915
C -5.8417 4.6863 -0.6713
C -7.0750 3.7717 -1.1557
C -7.4979 2.6197 -0.1125
C -8.9802 2.7905 0.5010
C -9.6847 1.3363 0.6929
C 3.9576 3.4164 -0.4338
I 4.2371 5.3373 -1.4310
C 3.7345 3.2386 1.0894
O 3.6602 4.3769 1.9148
C 2.2524 4.6658 2.2900
C 1.7171 5.7366 1.2266
N 0.3163 6.1928 1.4438
C -0.0272 6.3932 2.8797
C 0.8868 7.4598 3.6701
C -0.0429 8.2828 4.7363
O 1.5140 8.4596 2.8391
N 3.5945 1.9269 1.7267
S 3.3930 1.7255 3.4567
C 3.6547 0.7193 0.9146
I 3.5015 -1.2562 1.8677
H 6.1344 -0.4495 -1.8352
H 5.2439 -2.1680 -2.2620
H 2.9418 -0.9748 -1.9611
H 1.6352 1.7367 -2.5602
H 1.8720 3.5758 -2.1526
H -0.1613 2.3116 -3.8793
H 0.9450 3.3043 -5.0360
H 0.7371 5.1999 -3.0644
H -0.8364 4.9234 -4.0862
H -0.9185 2.9173 -1.8448
H -0.0762 4.3832 -1.0907
H -2.1866 5.3289 -0.6117
H -2.2761 5.6939 -2.4055
H -4.1292 4.3018 -2.6678
H -3.1514 2.8136 -1.9810
H -3.9551 4.2368 0.4604
H -4.7772 2.7670 -0.2969
H -5.7153 5.5429 -1.4408
H -6.1473 5.1785 0.3305
H -7.9636 4.4807 -1.3586
H -6.7660 3.2425 -2.1336
H -6.7751 2.5822 0.7700
H -7.4567 1.6127 -0.6681
H -9.6423 3.5235 -0.0679
H -8.8766 3.2181 1.5717
H -9.8190 1.0669 1.8010
H -10.6954 1.3417 0.1388
H -9.0391 0.4845 0.2497
H 2.3119 5.0592 3.3679
H 1.5863 3.7385 2.2544
H 2.4952 6.5726 1.1568
H 1.7269 5.2004 0.1983
H 0.1006 7.0451 0.9115
H -1.1036 6.8211 2.8936
H -0.1043 5.4070 3.4801
H 1.6332 6.8761 4.3324
H 0.3394 8.1826 5.8150
H -1.1427 7.9833 4.6917
H 0.0402 9.4080 4.4866
H 0.9965 8.6420 2.0268
H 4.3361 0.8008 3.9167
C 6.4482 -2.0171 4.5285
O 6.5930 -3.1432 5.3681
C 5.3511 -3.5674 5.9239
C 5.4183 -5.0401 6.3162
O 5.2783 -5.9303 5.2077
C 6.3776 -5.9820 4.2952
C 7.6024 -6.6936 4.8602
O 8.3003 -5.8453 5.7660
C 9.0121 -6.5735 6.7495
H 6.0966 -1.1546 5.1026
H 7.4236 -1.7839 4.0985
H 5.7549 -2.2335 3.7097
H 4.5378 -3.4203 5.2036
H 5.1623 -2.9576 6.8153
H 4.5639 -5.2514 6.9653
H 6.3156 -5.2680 6.8925
H 6.6204 -4.9886 3.9146
H 6.0168 -6.5642 3.4419
H 8.2908 -6.9409 4.0436
H 7.2871 -7.6173 5.3569
H 8.3327 -7.2140 7.3218
H 9.4695 -5.8599 7.4369
H 9.7987 -7.1780 6.2841
C -15.6136 -2.3368 -2.1209
O -14.4090 -2.9873 -1.7610
C -13.2975 -2.5293 -2.5244
C -11.9950 -2.7789 -1.7701
O -11.7412 -1.8207 -0.7406
C -12.5841 -1.8946 0.4113
C -12.2939 -3.0998 1.2998
O -12.8437 -4.2843 0.7327
C -12.1318 -5.4463 1.1127
H -15.8792 -2.5686 -3.1552
H -16.4052 -2.6966 -1.4619
H -15.5225 -1.2549 -1.9886
H -13.3936 -1.4590 -2.7387
H -13.2897 -3.0896 -3.4668
H -11.1710 -2.6640 -2.4802
H -11.9368 -3.7967 -1.3825
H -13.6372 -1.8350 0.1326
H -12.3621 -0.9920 0.9891
H -12.7652 -2.9542 2.2790
H -11.2112 -3.1989 1.4330
H -11.0809 -5.3696 0.8135
H -12.5730 -6.3002 0.5956
H -12.2060 -5.6046 2.1947
C 11.2915 -6.0647 -5.3143
O 9.9691 -5.5598 -5.2779
C 9.1831 -6.1737 -4.2617
C 8.0271 -5.2625 -3.8609
O 8.4163 -4.2022 -2.9840
C 9.2140 -3.1658 -3.5611
C 8.4351 -2.2552 -4.5044
O 8.2276 -2.8933 -5.7590
C 7.0596 -2.4345 -6.4125
H 11.2888 -7.1256 -5.5754
H 11.8460 -5.5132 -6.0750
H 11.7885 -5.9147 -4.3516
H 9.7966 -6.3913 -3.3804
H 8.7876 -7.1112 -4.6698
H 7.3128 -5.8619 -3.2892
H 7.4913 -4.8775 -4.7294
H 10.1092 -3.5741 -4.0321
H 9.5544 -2.5592 -2.7161
H 9.0118 -1.3417 -4.6917
H 7.4784 -1.9878 -4.0413
H 6.1767 -2.5996 -5.7850
H 6.9369 -3.0079 -7.3329
H 7.1524 -1.3712 -6.6617
*
```

Results of the Mulliken charge analysis, in e, for atoms 1 through 6: -0.477, -0.708, 0.644, 0.558, 0.131, -0.521

---

4.
C12H11BO2 in the gas phase at a distorted geometry. Source: the Open Molecules 2025 dataset; level of theory: wB97M-V/def2-TZVPD.

The HOMO-LUMO gap is 9.24 eV. The energy above the lowest of the compared OMol25 structures with the same formula, charge and spin is 4.91 kcal per mole. The calculation puts the LUMO energy at 0.020 hartree. The value obtained for the HOMO energy is -0.3200 Ha. As for the SMILES: OB(O)c1ccccc1-c1ccccc1. The largest force on an atom comes out at 1.45 eV/A.

```
! wB97M-V def2-TZVPD RIJCOSX def2/J DEFGRID3
* xyz 0 1
O -1.4864 -2.7083 1.6035
O 0.1410 -1.1304 2.5110
B -0.8739 -1.4559 1.6182
C 3.5017 -0.2021 -1.2914
C -3.1935 1.2743 0.3778
C 2.6506 -1.2852 -1.2738
C 3.0275 1.0263 -0.8657
C -2.4038 1.9523 -0.5347
C -2.6823 0.1087 0.9488
C 1.3338 -1.1725 -0.9067
C 1.7343 1.1401 -0.3845
C -1.1468 1.5100 -0.8780
C -1.3798 -0.2932 0.7048
C 0.8463 0.0726 -0.4892
C -0.5926 0.4005 -0.2229
H -2.2438 -2.8171 0.9972
H 0.2692 -1.8414 3.1596
H 4.5329 -0.3283 -1.5204
H -4.2195 1.5770 0.5895
H 2.9729 -2.2549 -1.5848
H 3.6817 1.8573 -0.7000
H -2.7737 2.8838 -0.9913
H -3.2791 -0.4364 1.6398
H 0.6988 -2.0318 -0.9305
H 1.4291 2.0977 -0.0005
H -0.5448 2.0568 -1.5759
*
```

Results of the Mulliken charge analysis, in e, for atoms 1 through 6: -0.667, -0.555, 0.850, -0.463, -0.666, -0.589